88
Properties=species:S:1:pos:R:3:mulliken_charge:R:1 method="wB97M-V/def2-TZVPD" relative_energy_kj_mol=0.0 e_lumo_ev=-2.17 charge=+1 e_tot_ev=-53807.7359 mol_weight_da=561.7
C 0.979 -0.851 4.757 -1.553
C 1.335 0.624 4.453 -0.533
C 0.180 1.347 3.736 -0.093
C -0.340 2.509 4.591 -1.850
N 0.393 1.714 2.271 1.692
C 1.196 0.609 1.630 -0.885
C 1.249 0.577 0.110 0.002
C 2.453 1.353 -0.448 -0.320
C 3.673 0.426 -0.430 -1.043
N 4.923 1.124 -0.756 -0.333
C 5.340 1.979 0.262 0.279
N 5.512 3.237 0.147 -0.702
N 5.525 1.386 1.505 -0.365
C -1.012 1.623 1.676 -1.087
O -1.183 2.419 0.549 -0.229
C -2.200 3.400 0.741 -0.956
C 0.931 3.073 1.969 -1.504
C 2.236 3.515 2.651 0.254
C 2.098 4.559 3.759 -1.615
F 3.034 2.460 3.066 -0.337
H 1.881 -1.438 4.633 0.377
H 0.631 -1.005 5.769 0.353
H 0.277 -1.240 4.030 0.390
H 1.490 1.094 5.412 0.643
H 2.296 0.611 3.962 0.209
H -0.635 0.639 3.737 0.751
H 0.444 2.964 5.176 0.496
H -0.910 3.242 4.030 0.274
H -1.031 2.075 5.304 0.436
H 0.764 -0.318 1.987 0.287
H 2.216 0.601 1.979 0.378
H 1.447 -0.459 -0.153 0.474
H 0.331 0.830 -0.410 -0.552
H 2.294 1.656 -1.477 0.449
H 2.718 2.193 0.188 0.195
H 3.797 0.013 0.568 0.282
H 3.522 -0.425 -1.084 0.350
H 4.776 1.641 -1.613 0.331
H 5.288 3.561 -0.790 0.270
H 6.272 0.697 1.487 0.235
H 5.803 2.133 2.131 0.271
H -1.209 0.585 1.433 -0.018
H -1.746 1.907 2.418 1.115
H -3.151 2.955 1.022 0.424
H -1.922 4.119 1.512 0.358
H -2.364 3.944 -0.174 0.320
H 0.178 3.815 2.179 0.589
H 1.087 3.132 0.907 0.946
H 2.815 4.024 1.886 0.424
H 2.605 5.470 3.473 0.390
H 2.581 4.216 4.665 0.360
H 1.068 4.830 3.950 0.400
C -5.689 -0.134 -4.733 -0.714
O -4.328 0.240 -4.486 -0.344
C -4.093 0.665 -3.250 0.715
O -4.898 0.757 -2.359 -0.550
O -2.793 0.975 -3.153 -0.348
C -2.414 1.443 -1.864 -0.546
H -5.748 -0.463 -5.767 0.233
H -5.984 -0.956 -4.084 0.318
H -6.351 0.718 -4.592 0.367
H -2.598 0.674 -1.114 0.277
H -2.955 2.351 -1.615 0.271
H -1.351 1.658 -1.901 0.246
C 3.477 -3.029 1.885 -0.161
O 2.530 -4.094 1.888 -0.342
C 1.797 -4.166 0.773 0.850
O 1.868 -3.405 -0.161 -0.557
O 0.974 -5.202 0.882 -0.352
C 0.118 -5.406 -0.248 -0.617
H 3.999 -3.056 2.837 0.336
H 4.203 -3.154 1.085 0.332
H 2.968 -2.069 1.786 -0.252
H 0.704 -5.602 -1.143 0.294
H -0.529 -4.544 -0.401 0.275
H -0.491 -6.276 -0.021 0.237
C -2.712 -3.230 -5.108 -0.550
O -3.749 -4.209 -5.050 -0.307
C -4.365 -4.423 -6.217 0.810
O -4.117 -3.867 -7.255 -0.539
O -5.300 -5.353 -6.028 -0.328
C -6.046 -5.687 -7.202 -0.630
H -2.296 -3.146 -4.108 0.184
H -1.924 -3.539 -5.792 0.319
H -3.111 -2.261 -5.405 0.229
H -5.391 -6.090 -7.972 0.296
H -6.579 -4.816 -7.579 0.293
H -6.764 -6.447 -6.908 0.222

***

26
Properties=species:S:1:pos:R:3:mulliken_charge:R:1 method="wB97M-V/def2-TZVPD" relative_energy_kj_mol=336.0 e_lumo_ev=0.90 charge=0 e_tot_ev=-22464.1771 mol_weight_da=178.3
C -0.707 0.178 -0.705 -1.034
C 0.611 -0.111 -0.730 -0.233
C -0.045 2.728 -0.586 -0.800
C 1.425 2.440 -0.928 -0.659
C -1.604 -0.498 1.611 -0.703
C -0.675 -1.601 1.994 -0.909
C -0.386 1.470 -1.446 0.751
C -1.506 -0.769 0.116 0.045
C 1.095 1.035 -1.629 -0.480
C 1.082 -1.329 0.050 0.183
C -0.358 -1.868 0.523 -0.177
S 1.889 -2.638 -0.922 -0.277
H -0.204 2.333 0.487 0.076
H -0.562 3.595 -0.882 0.382
H 2.020 3.099 -1.581 0.302
H 2.193 2.402 -0.050 0.264
H -2.594 -0.828 1.951 0.341
H -1.370 0.597 1.751 0.143
H 0.159 -1.482 2.676 0.341
H -1.390 -2.313 2.439 0.207
H -1.209 1.570 -2.253 0.424
H -2.271 -1.354 -0.441 0.373
H 1.668 0.829 -2.564 0.396
H 1.728 -0.889 0.869 0.343
H -0.607 -2.976 0.256 0.560
H 1.617 -3.620 -0.005 0.141

***

24
Properties=species:S:1:pos:R:3:lowdin_spin:R:1 method="wB97M-V/def2-TZVPD" relative_energy_kj_mol=9.6 e_lumo_ev="-3.76 / -7.34" charge=+1 e_tot_ev=-11599.4674 mol_weight_da=138.2 spin_multiplicity=2
C -2.409 0.882 -1.446 0.053
C -0.333 -0.526 -1.175 0.042
C -1.512 0.040 -0.620 0.263
C 0.306 -1.521 -0.496 0.096
C -1.914 -0.302 0.710 0.059
C -0.159 -1.926 0.777 0.193
C -1.320 -1.323 1.358 0.080
O 0.501 -2.880 1.381 0.171
H 0.080 -0.178 -2.119 -0.001
H 1.193 -1.956 -0.947 0.001
H -3.392 0.388 -1.458 0.019
H -2.606 1.858 -0.999 0.018
H -2.756 0.228 1.134 -0.001
H -1.699 -1.735 2.281 0.001
H 0.036 -3.193 2.187 0.000
H -2.035 1.008 -2.456 -0.001
C 2.877 0.934 0.129 0.002
C 1.654 1.802 0.340 0.003
H 3.439 1.251 -0.749 0.000
H 3.547 0.964 0.987 0.000
H 2.568 -0.115 0.063 0.001
H 0.971 1.885 -0.519 0.001
H 1.054 1.555 1.215 0.000
H 1.912 2.858 0.421 0.000

***

91
Properties=species:S:1:pos:R:3:lowdin_spin:R:1 method="wB97M-V/def2-TZVPD" relative_energy_kj_mol=0.0 e_lumo_ev="3.51 / 3.51" charge=-2 e_tot_ev=-400751.7500 mol_weight_da=1133.1 spin_multiplicity=2
Ca -0.468 1.318 1.101 0.006
Se -1.046 6.535 1.924 0.246
Sb -1.120 4.768 0.262 0.277
Se 1.890 2.959 0.701 0.036
Se -2.746 3.034 1.168 0.158
Se -1.793 5.509 -1.971 0.243
N -0.138 1.437 3.544 0.000
C 0.903 0.386 3.669 0.000
C 0.667 -0.726 2.604 0.000
O 0.217 -1.816 2.977 0.000
O 0.914 -0.370 1.406 0.000
H 0.125 2.300 3.996 0.000
H -1.014 1.121 3.945 0.000
H 0.941 -0.098 4.650 0.000
H 1.861 0.853 3.441 0.000
C -3.377 1.885 -3.743 0.000
C -2.005 1.307 -3.408 0.000
C -2.011 -0.214 -3.604 0.000
C -0.947 1.966 -4.287 0.000
N -1.764 1.700 -2.024 -0.001
N -0.522 1.378 -1.449 0.001
H -3.615 1.726 -4.798 0.000
H -3.388 2.952 -3.517 0.001
H -4.154 1.401 -3.144 0.000
H -2.261 -0.482 -4.634 0.000
H -2.747 -0.679 -2.942 0.000
H -1.032 -0.653 -3.388 0.000
H -1.181 1.806 -5.343 0.000
H 0.044 1.544 -4.099 0.000
H -0.908 3.037 -4.077 0.000
H -2.492 1.399 -1.386 0.000
H 0.186 2.053 -1.719 0.000
H -0.186 0.443 -1.689 0.000
C 5.311 2.802 1.648 0.004
Ge 3.915 1.820 0.677 0.013
C 4.644 1.694 -1.159 0.001
C 3.875 2.091 -2.251 0.000
C 4.378 2.029 -3.545 0.000
C 5.669 1.574 -3.769 0.000
C 6.455 1.186 -2.691 0.000
C 5.942 1.249 -1.403 0.000
C 4.025 -0.016 1.422 0.003
C 4.485 -0.128 2.709 0.001
C 4.667 -1.384 3.343 0.000
C 4.398 -2.532 2.666 0.001
C 3.904 -2.476 1.336 0.000
C 3.575 -3.668 0.638 0.000
C 3.041 -3.619 -0.614 0.000
C 2.810 -2.364 -1.226 0.000
C 3.132 -1.210 -0.580 0.000
C 3.704 -1.224 0.721 0.001
H 6.228 2.224 1.763 0.001
H 4.935 3.093 2.629 0.000
H 5.521 3.706 1.076 0.000
H 2.874 2.472 -2.070 0.000
H 3.759 2.346 -4.376 0.000
H 6.063 1.529 -4.778 0.000
H 7.467 0.833 -2.855 0.000
H 6.568 0.929 -0.575 0.000
H 4.723 0.767 3.274 0.000
H 5.025 -1.419 4.366 0.000
H 4.535 -3.502 3.131 0.000
H 3.745 -4.619 1.132 0.000
H 2.780 -4.533 -1.134 0.000
H 2.358 -2.318 -2.210 0.000
H 2.937 -0.256 -1.049 0.000
N -2.086 -0.481 0.881 0.000
S -3.629 -0.326 1.208 0.007
C -4.045 -1.451 2.544 0.000
C -5.376 -1.632 2.911 0.000
C -5.677 -2.432 3.997 0.000
C -4.653 -3.039 4.722 0.000
C -3.336 -2.838 4.354 0.000
C -3.014 -2.036 3.261 0.000
C -4.573 -1.100 -0.099 0.000
C -4.517 -2.466 -0.355 0.000
C -5.162 -2.972 -1.468 0.000
C -5.857 -2.117 -2.320 0.000
C -5.906 -0.758 -2.059 0.000
C -5.256 -0.240 -0.943 0.000
H -1.791 -1.458 0.859 0.000
H -6.169 -1.156 2.348 0.000
H -6.710 -2.580 4.285 0.000
H -4.891 -3.660 5.577 0.000
H -2.532 -3.298 4.915 0.000
H -1.974 -1.877 2.992 0.000
H -3.969 -3.120 0.313 0.000
H -5.119 -4.034 -1.678 0.000
H -6.352 -2.516 -3.196 0.000
H -6.433 -0.092 -2.729 0.000
H -5.257 0.824 -0.734 0.001

***

15
Properties=species:S:1:pos:R:3:lowdin_spin:R:1 method="wB97M-V/def2-TZVPD" relative_energy_kj_mol=215.0 e_lumo_ev="-5.38 / -5.29" charge=+1 e_tot_ev=-36995.8364 mol_weight_da=259.4 spin_multiplicity=4
C 2.757 -0.478 -1.935 0.000
O 1.807 -0.470 -0.869 -0.002
H 3.427 -1.339 -1.818 0.000
H 2.207 -0.583 -2.876 0.000
H 3.337 0.454 -1.947 0.000
C -0.587 0.544 1.564 -0.019
O -1.951 1.047 1.549 -0.002
C -2.882 0.196 0.887 0.000
O -2.592 0.013 -0.438 -0.007
Er -0.516 0.018 -0.819 3.032
H 2.241 -0.439 0.051 0.000
H 0.029 1.399 1.886 -0.001
H -0.513 -0.278 2.306 -0.001
H -3.859 0.697 1.031 0.000
H -2.904 -0.781 1.428 0.000